1.
Entry from OMol25: 2 unconnected molecules or ions with the total composition C5H13NO4S (ωB97M-V/def2-TZVPD).

The geometry in XYZ format:
```
24
Properties=species:S:1:pos:R:3:forces:R:3:nbo_charge:R:1
S 2.5824 -0.0034 0.0059 0.7 0.4 -1.4 2.559
O 2.5052 0.2216 -1.4159 0.4 0.2 -0.5 -1.022
O 2.4544 -1.4251 0.2955 0.0 0.8 1.2 -1.001
O 4.0735 0.4947 0.4129 -0.3 -0.5 -0.1 -0.888
O 1.7096 0.9583 0.6923 0.2 -0.6 1.0 -1.011
N -0.4563 -0.5865 -0.1003 -1.7 1.2 2.3 -0.346
C -0.4080 0.7357 -0.0332 -1.2 -2.0 1.4 0.582
C -0.5563 -1.4146 1.0819 1.4 -0.9 0.2 -0.464
C -0.2240 -1.3356 -1.2820 1.7 -0.6 -3.1 -0.469
C -0.8150 1.3486 1.3164 -3.5 2.2 -1.7 -0.685
C -0.3213 1.4477 -1.3124 3.7 1.0 1.2 -0.721
H 4.2524 0.3092 1.3457 -0.2 -0.1 -0.1 0.492
H 0.2931 2.3853 -1.0805 -1.2 -1.0 -0.7 0.272
H 0.9446 -1.3470 -1.5389 -2.7 0.2 0.3 0.296
H -0.5618 -2.4188 -1.3172 0.1 1.6 0.8 0.236
H -0.7155 -1.0453 2.0558 -0.7 1.4 0.6 0.227
H -1.3145 1.6051 -1.5754 -1.7 0.8 -1.0 0.237
H -0.2599 1.0035 2.0747 2.2 -1.6 2.5 0.247
H -1.9076 1.2348 1.6568 1.2 -0.8 -1.1 0.235
H 0.4482 -1.7264 1.1242 1.6 -0.8 0.6 0.265
H -1.0668 -2.3516 1.0307 -1.1 -0.2 -0.9 0.220
H 0.2715 0.8221 -2.0037 -0.5 0.8 0.1 0.281
H -0.8225 -0.7457 -2.0123 0.8 -1.2 -0.3 0.208
H -0.7918 2.4432 1.4817 0.7 -0.3 -1.2 0.249
```
Positions in Å, forces in eV/Å.

E_HOMO = -9.35 eV
frontier orbital gap = 9.8 eV

=====

2.
Entry from OMol25: 2 unconnected molecules or ions with the total composition C5H13NOS (ωB97M-V/def2-TZVPD).

The geometry in XYZ format:
```
21
Properties=species:S:1:pos:R:3:forces:R:3:nbo_charge:R:1
S 2.5278 -0.5865 2.0751 -4.8 1.4 1.0 -0.052
O -2.3269 1.8708 -0.9796 0.3 0.6 -0.2 -0.754
N -0.9888 -0.9573 -0.0509 -0.2 1.0 2.2 -0.637
C 0.3913 -0.6535 0.3699 0.3 0.7 -0.7 -0.256
C -1.3154 -0.7023 -1.4440 0.7 -0.1 -0.1 -0.213
C -0.5958 0.4897 -2.0433 0.2 0.9 -2.4 -0.457
C 0.8329 -1.4082 1.5936 0.1 -0.2 -0.4 -0.473
C -0.9858 1.8753 -1.5897 -1.4 0.8 1.8 -0.064
H -0.5622 0.4555 -3.1694 -0.8 -0.2 0.9 0.211
H -1.5955 -0.3768 0.5946 0.7 -1.0 -1.3 0.361
H 0.8221 -2.4813 1.2974 0.5 0.6 0.8 0.227
H -2.5465 2.8075 -0.7788 0.2 -1.0 -0.2 0.469
H -0.9432 -1.5726 -2.0016 -0.4 0.0 -0.1 0.190
H 0.4661 0.4930 -1.8715 0.5 -0.6 0.4 0.213
H 0.9885 0.6600 2.5334 3.6 -1.6 -0.5 0.106
H 0.0950 -1.1587 2.3666 0.5 -0.8 0.2 0.202
H 0.5324 0.4127 0.6675 -0.2 -0.2 -0.7 0.167
H -1.0568 2.6568 -2.3664 0.8 -0.5 0.1 0.180
H -0.2955 2.1288 -0.7478 -0.3 0.4 -0.8 0.159
H -2.4048 -0.6051 -1.5349 0.4 -0.1 -0.1 0.223
H 1.1617 -0.8633 -0.3976 -0.7 0.1 0.0 0.198
```
Positions in Å, forces in eV/Å.

E_HOMO = -8.81 eV
frontier orbital gap = 7.5 eV

=====

3.
Entry from OMol25: a single C5H13NOS molecule (ωB97M-V/def2-TZVPD).

The geometry in XYZ format:
```
21
Properties=species:S:1:pos:R:3:forces:R:3:nbo_charge:R:1
S 0.6987 -1.1481 -1.5706 -0.2 0.2 -0.1 -0.094
O 2.8602 0.5105 -0.0923 0.0 0.6 0.3 -0.712
N -1.2238 1.2488 -0.9860 -0.5 0.0 0.1 -0.850
C 0.8675 -1.1659 1.1571 -0.2 -1.3 -1.4 -0.639
C 0.5094 -0.2148 -0.0012 0.3 -0.1 0.2 -0.130
C -0.9109 0.3747 0.1446 -0.1 -0.5 0.0 -0.075
C 1.5358 0.9390 0.0009 -1.5 0.5 -1.0 -0.077
C -1.9793 -0.6899 0.2436 -0.3 -1.0 0.1 -0.621
H -0.9456 0.8740 1.1174 0.3 0.4 0.0 0.178
H -0.8366 2.1714 -0.8732 0.1 0.2 0.0 0.365
H 0.7222 -0.6914 2.0956 -0.2 0.5 0.9 0.212
H -2.0111 -1.3169 -0.6397 0.1 0.0 -0.4 0.223
H -2.2325 1.3591 -1.0932 0.4 -0.1 0.1 0.368
H 0.2635 -2.1148 1.1282 0.6 0.9 0.0 0.217
H -1.8464 -1.4061 1.0752 0.0 0.7 -0.2 0.220
H 1.3997 1.4173 0.9598 0.3 0.4 0.4 0.176
H 2.9316 0.0608 -0.9298 0.2 -0.4 -0.6 0.477
H -2.9672 -0.2447 0.3276 -0.1 0.2 0.2 0.207
H 1.1972 1.6768 -0.8224 0.9 -1.0 1.1 0.157
H 0.0400 -0.2157 -2.2995 0.2 -0.2 0.1 0.162
H 1.9278 -1.4241 1.0582 -0.2 0.0 0.2 0.237
```
Positions in Å, forces in eV/Å.

E_HOMO = -9.06 eV
frontier orbital gap = 9.8 eV
SMILES = C[C@H](N)[C@@](C)(S)CO

=====

4.
Entry from OMol25: 2 unconnected molecules or ions with the total composition C5H13NOS (ωB97M-V/def2-TZVPD).

The geometry in XYZ format:
```
21
Properties=species:S:1:pos:R:3:forces:R:3:mulliken_spin:R:1
S 1.8345 -2.2197 0.9665 -0.1 0.2 0.1 0.077
O -1.4913 0.3803 -3.9025 0.1 0.0 0.2 0.002
N -0.2795 0.6947 2.7838 -0.7 -0.4 -1.4 0.753
C -1.6263 0.7278 -2.5301 0.2 -0.3 -0.3 -0.001
C -0.5741 -0.0438 -1.7987 0.2 -0.1 0.4 0.020
C 0.5250 0.4946 -1.2715 -0.5 0.2 0.0 0.023
C 0.0316 -0.5089 2.0914 0.3 0.0 0.9 0.012
C 1.5247 -0.6559 1.8364 0.5 0.0 -0.1 0.024
H 3.1315 -2.2077 1.3058 0.0 -0.2 -0.1 -0.001
H 0.1348 1.5576 2.4366 0.3 0.1 0.3 -0.013
H 0.7172 1.5553 -1.3971 0.1 0.0 0.1 -0.001
H -2.6110 0.4265 -2.1631 -0.1 0.1 0.1 0.000
H -2.2226 0.7687 -4.3828 -0.2 0.1 -0.2 0.000
H 1.2389 -0.1184 -0.7418 0.2 0.0 -0.3 -0.003
H -0.4637 -0.4721 1.0945 -0.2 0.2 -0.2 0.097
H 2.1013 -0.7047 2.7580 -0.2 0.2 0.2 -0.002
H -0.3938 -1.3535 2.6356 -0.1 -0.1 -0.1 0.022
H 1.8593 0.2030 1.2512 0.0 0.0 0.0 0.003
H -1.2339 0.7939 3.1302 0.2 0.0 0.4 -0.015
H -0.7100 -1.1191 -1.7253 -0.1 0.0 -0.1 0.001
H -1.4925 1.8014 -2.3772 0.0 0.1 0.0 0.000
```
Positions in Å, forces in eV/Å.

E_HOMO (alpha / beta) = -13.15 / -13.12 eV
frontier orbital gap (alpha / beta) = 9.7 / 4.3 eV
total charge = +1
multiplicity = 2
⟨S²⟩ = 0.76

=====

5.
Entry from OMol25: a molecular structure, C5H13NOSi (ωB97M-V/def2-TZVPD).

The geometry in XYZ format:
```
21
Properties=species:S:1:pos:R:3:forces:R:3:nbo_charge:R:1
Si -0.0353 -0.4155 0.4466 -1.6 -1.3 -1.0 1.755
O 0.4072 2.6382 0.9355 2.0 1.4 0.7 -0.465
N -0.0258 0.9298 -0.6722 -0.7 -0.1 0.1 -0.878
C -1.6191 -0.2279 1.4989 1.6 -2.0 1.9 -1.115
C 0.2509 3.5702 -0.3694 -4.2 -1.3 3.8 -0.244
C -0.2288 -2.0552 -0.5530 -1.4 1.5 -1.0 -1.105
C 1.6272 -0.5348 1.1383 1.3 -2.7 1.3 -1.168
C 0.0343 2.0342 -0.1267 -1.8 1.9 -1.7 0.621
H -1.5908 -0.8199 2.4821 0.3 0.2 -1.4 0.238
H -0.2375 4.5549 -0.0683 0.2 -2.0 -0.8 0.235
H -2.3179 -0.7343 0.8854 -1.1 -0.5 -0.6 0.236
H -2.0664 0.6439 1.8833 -0.1 1.7 -0.2 0.245
H -0.3676 -2.9023 0.0229 -0.5 -1.6 2.1 0.231
H 0.6366 -2.3844 -1.0736 1.1 0.4 -0.9 0.234
H 2.2987 -0.5104 0.2732 0.1 0.3 0.1 0.249
H 1.8687 0.2373 1.8581 0.3 0.0 0.1 0.250
H 1.8294 -1.6282 1.5843 -0.5 2.5 -0.6 0.245
H 2.1106 -0.2124 -2.3194 0.0 0.3 -0.7 -0.007
H -1.0895 -2.1758 -1.2650 0.7 0.8 0.4 0.238
H 2.1626 0.1356 -2.9958 0.0 -0.3 0.6 0.006
H 0.8679 3.4269 -1.1352 4.1 0.8 -2.3 0.200
```
Positions in Å, forces in eV/Å.

E_HOMO = -9.29 eV
frontier orbital gap = 10.2 eV

=====

6.
Entry from OMol25: a gas-phase ion, C5H13NP (charge +1) (ωB97M-V/def2-TZVPD).

The geometry in XYZ format:
```
20
Properties=species:S:1:pos:R:3:forces:R:3:nbo_charge:R:1
P -1.0174 0.0803 0.2989 -1.8 -0.7 2.6 0.906
N 0.6451 0.4327 0.2835 6.0 -5.0 -3.7 -0.550
C 1.6458 -0.4300 -0.4563 -5.2 3.9 3.9 0.093
C 1.0780 2.5508 -0.9248 -0.2 -0.5 -1.8 -0.644
C 1.0812 1.7660 0.3847 0.4 4.2 -0.3 -0.291
C -2.2547 -2.4566 0.4957 -0.9 2.1 1.9 -0.611
C -0.9306 -1.7339 0.1560 -1.2 0.2 -2.7 -0.742
H 2.1506 1.9211 0.6838 -1.3 -0.8 0.8 0.258
H -3.0889 -2.2815 -0.1855 0.3 0.2 -0.2 0.234
H 2.3010 0.1205 -1.0558 1.3 0.8 -0.4 0.208
H 0.8339 3.5625 -0.8302 -0.6 1.6 1.0 0.249
H -2.6624 -2.0784 1.5385 0.9 -1.1 -1.9 0.219
H -0.1682 -2.1261 0.7903 0.8 -0.3 0.1 0.238
H -1.2965 0.1750 1.8100 0.5 0.1 -1.9 0.009
H 1.7136 -1.4755 -0.3305 -0.6 -0.9 -0.1 0.226
H 2.0086 2.6638 -1.4365 1.1 -0.7 -0.1 0.226
H 0.3874 2.2460 -1.7007 -0.4 -0.7 0.1 0.230
H 0.3566 2.4038 0.9687 0.9 -1.3 0.3 0.258
H -2.0573 -3.4993 0.5105 0.0 -0.9 0.3 0.241
H -0.7259 -1.8412 -1.0002 0.0 -0.4 2.2 0.244
```
Positions in Å, forces in eV/Å.

E_HOMO (alpha / beta) = -13.92 / -13.92 eV
frontier orbital gap (alpha / beta) = 7.9 / 7.4 eV
total charge = +1
SMILES = C=[N+](CC)PCC

=====

ΔE to the lowest compared entry with this formula, charge and spin? In order: 40.1; 108.0; 10.5; 52.7; 116.5; 70.1 kcal/mol.